13
Properties=species:S:1:pos:R:3:forces:R:3:lowdin_charge:R:1 method="wB97M-V/def2-TZVPD" orbital_gap_ev="9.799 / 4.931" spin_multiplicity=2 s2=0.75 lumo_energy_ha="0.0270 / -0.1503" charge=0
O 0.1369 -1.7789 0.2354 1.468 -0.208 0.098 0.200
O -1.5406 -2.0360 1.6308 0.490 -0.481 0.001 0.101
N 0.4526 1.2250 1.0513 -0.903 -0.033 0.231 -0.009
N 0.9539 0.5840 -1.1008 -0.025 -1.606 0.579 -0.004
C -0.0229 1.2818 -0.3297 1.004 1.749 1.052 -0.390
C -1.0119 -2.2474 0.5647 -0.846 1.875 2.574 -0.414
H 0.5614 0.2228 1.2506 0.215 0.706 0.291 0.039
H -1.5038 -2.6013 -0.2647 -1.322 -1.664 -2.434 0.123
H 0.7379 -0.4262 -0.9889 0.696 1.250 -0.855 0.044
H 1.3751 1.6446 1.0028 0.097 -0.319 0.327 0.062
H -0.0614 2.3661 -0.6313 -0.056 -1.046 0.137 0.124
H -1.0070 0.8704 -0.3970 -0.880 -0.259 0.060 0.087
H 0.9296 0.8952 -2.0230 0.063 0.036 -2.061 0.037

---

21
Properties=species:S:1:pos:R:3:forces:R:3:lowdin_charge:R:1 method="wB97M-V/def2-TZVPD" orbital_gap_ev=9.514 spin_multiplicity=1 lumo_energy_ha=0.0428 charge=0
N -1.0637 0.9817 -0.2746 0.049 -0.111 1.428 -0.086
C 0.7462 -1.8404 1.3193 0.127 -0.050 0.061 -0.077
C -2.0913 0.9532 0.7562 0.815 -0.387 -0.906 -0.061
C -0.7836 0.2439 1.0241 -0.312 -0.009 -1.697 -0.188
C 1.3424 -0.5989 -1.8837 -0.119 -0.507 1.341 -0.074
C 1.0337 0.0410 -0.5175 -0.776 -0.727 -0.369 -0.300
C 0.0623 -0.8572 0.3482 -0.294 -0.741 1.170 -0.307
C 0.2618 1.4009 -0.6601 0.394 0.734 -1.520 -0.176
H 0.4336 -0.8529 -2.4195 -0.147 0.399 -0.284 0.079
H 0.7229 2.1965 -0.0638 -0.077 0.020 0.235 0.103
H 1.2087 -1.2656 2.1394 -0.082 -0.344 -0.129 0.072
H -0.1979 0.7723 1.7867 0.065 0.299 -0.292 0.130
H 0.0178 -2.5797 1.7527 0.667 0.772 -0.409 0.087
H -2.9691 0.4314 0.3919 -0.048 -0.021 0.124 0.099
H 1.8422 -1.5599 -1.7027 0.188 0.225 -0.183 0.075
H 1.5551 -2.4058 0.8105 -0.455 0.234 0.278 0.073
H -0.5892 -1.4604 -0.2800 -0.019 0.208 -0.366 0.131
H -2.3077 1.8246 1.3581 0.062 0.165 0.376 0.095
H 0.3117 1.7560 -1.7522 -0.319 -0.468 1.459 0.129
H 1.9923 0.1354 -0.0159 0.098 0.325 0.347 0.127
H 1.9972 0.0807 -2.4015 0.184 -0.017 -0.663 0.067

---

ΔE to the lowest compared entry with this formula, charge and spin values (in kJ/mol) by entry order: 78.0, 318.3.
E values (in eV) by entry order: -9259.4964, -8956.6336.